#i
19
Properties=species:S:1:pos:R:3 method="wB97M-V/def2-TZVPD" homo_lumo_gap_ev=5.03 spin_multiplicity=1 charge=-1 e_homo_ev=-2.31 e_lumo_ha=0.0998
C 1.60391 -0.92054 1.30781
N 0.29933 -0.37340 0.90552
C 0.33019 1.06818 0.60132
C 1.23630 1.55614 -0.63175
S 2.97719 1.63506 -0.17943
H 1.68014 -1.94323 1.36517
H 2.17997 -0.51219 2.25674
H 2.16459 -0.69559 0.36512
H -0.09915 -0.94372 0.21465
H -0.66002 1.32887 0.38048
H 0.56683 1.72885 1.51352
H 0.78289 2.54843 -1.07917
H 1.20637 0.68787 -1.28815
H -1.09041 -1.57939 3.62648
H -1.24030 -0.44029 2.80055
O -1.89727 -0.98669 3.26298
H -3.78458 -0.13214 -5.37400
H -2.70438 -1.01033 -4.73652
O -3.55159 -1.01590 -5.31133


#ii
19
Properties=species:S:1:pos:R:3 method="wB97M-V/def2-TZVPD" homo_lumo_gap_ev=6.82 spin_multiplicity=1 charge=-1 e_homo_ev=-3.13 e_lumo_ha=0.1356
C 1.74326 -2.16863 0.06601
C 1.25742 -0.68924 -0.23653
C 0.46940 -0.16287 1.01142
S -0.99451 -1.07109 1.49171
N 0.39319 -0.55679 -1.38741
H 1.66610 -2.93092 -0.68964
H 2.76216 -2.29563 0.55166
H 1.00836 -2.45722 0.82480
H 2.01843 0.07668 -0.46248
H 0.07791 0.88890 0.77684
H 1.08184 -0.01108 1.91171
H 0.17136 0.44429 -1.47001
H -0.50599 -1.09941 -1.09894
H -2.08486 0.62107 1.03274
H -3.44314 1.34595 0.82708
O -2.45090 1.46125 0.58740
H -1.38515 3.04078 -1.95200
H -1.04715 2.49417 -0.52905
O -0.73771 3.06978 -1.25532


Least stable = #i


#i
19
Properties=species:S:1:pos:R:3 method="wB97M-V/def2-TZVPD" homo_lumo_gap_ev=10.95 spin_multiplicity=1 smiles=CC1(O)CCCC1 e_homo_ev=-9.93 e_lumo_ha=0.0375
C 1.59275 -0.81116 -0.90158
C 0.76347 -0.37327 0.28908
O 1.54918 -0.33210 1.46394
C 0.24882 1.25169 0.08809
C -1.27029 1.16502 0.17836
C -1.57396 -0.26230 -0.27693
C -0.55465 -1.12181 0.46720
H 2.45410 -0.14420 -1.00964
H 0.98403 -0.77496 -1.81005
H 1.97535 -1.83076 -0.76772
H 1.27209 0.60613 1.37592
H 0.62096 2.05298 0.78874
H 0.61655 1.57658 -0.88658
H -1.59923 1.29124 1.21996
H -1.78523 1.92508 -0.41741
H -1.39782 -0.33951 -1.35856
H -2.60279 -0.56247 -0.08084
H -0.50256 -2.15242 0.09846
H -0.79077 -1.16374 1.53956


#ii
19
Properties=species:S:1:pos:R:3 method="wB97M-V/def2-TZVPD" homo_lumo_gap_ev=10.48 spin_multiplicity=1 smiles="CCC/C=C/CO" e_homo_ev=-9.60 e_lumo_ha=0.0324
C -3.65338 0.08052 -0.43671
C -2.39151 -0.22038 0.37783
C -1.11605 0.16269 -0.41249
C 0.11403 -0.23812 0.31099
C 1.30714 -0.40873 -0.29003
C 2.61602 -0.35423 0.46625
O 3.43633 0.75523 0.13039
H -4.16095 1.04632 -0.32665
H -3.60811 0.09748 -1.54598
H -4.44294 -0.64530 -0.21762
H -2.23351 -1.29703 0.57468
H -2.33971 0.54014 1.18941
H -1.11305 -0.34166 -1.37747
H -1.17648 1.19734 -0.74424
H 0.25837 0.06258 1.34374
H 1.47986 -0.60031 -1.34099
H 2.49069 -0.40079 1.57497
H 3.26024 -1.24825 0.17492
H 2.83183 1.30812 -0.38271


Least stable = #ii


#i
17
Properties=species:S:1:pos:R:3 method="wB97M-V/def2-TZVPD" homo_lumo_gap_ev=9.44 spin_multiplicity=1 smiles="C=CN.CSC" e_homo_ev=-8.41 e_lumo_ha=0.0379
C 1.34799 1.46876 -1.75260
C 1.40717 2.74034 -1.34187
N 0.28373 3.62574 -1.46899
H 0.57919 1.20461 -2.46633
H 2.19082 0.84675 -1.50095
H 2.19275 3.09372 -0.69075
H -0.17483 3.30886 -2.32638
H 0.57040 4.58986 -1.64740
C -0.97487 -1.04979 1.00065
S -1.88853 -2.06839 2.15104
C -0.92108 -3.58690 1.93890
H -0.95924 -1.52108 0.02102
H 0.00834 -0.79100 1.38105
H -1.54891 -0.12193 0.94179
H -1.08250 -4.04896 0.96729
H 0.13546 -3.36864 2.08839
H -1.16590 -4.32196 2.70513


#ii
17
Properties=species:S:1:pos:R:3 method="wB97M-V/def2-TZVPD" homo_lumo_gap_ev=9.24 spin_multiplicity=1 smiles=CN[C@@H](C)CS e_homo_ev=-8.26 e_lumo_ha=0.0361
C -0.73263 -1.58396 -1.44740
N -0.24962 -1.16580 -0.13209
C -0.00230 0.25150 0.07739
C -1.32301 1.01575 0.52827
C 1.21123 0.57788 1.02337
S 2.33392 1.71173 0.03859
H -1.11874 -2.61198 -1.44400
H 0.14950 -1.67616 -2.08946
H -1.39091 -0.86845 -1.96160
H -0.51413 -1.74096 0.64766
H 0.21353 0.65200 -0.91138
H -2.01648 0.74975 -0.27773
H -0.97352 2.05264 0.60900
H -1.58774 0.62590 1.50288
H 1.73088 -0.37297 1.11888
H 0.94142 1.17242 1.87098
H 3.32859 1.21073 0.84664


#iii
17
Properties=species:S:1:pos:R:3 method="wB97M-V/def2-TZVPD" homo_lumo_gap_ev=9.18 spin_multiplicity=1 smiles="C=CN.CSC" e_homo_ev=-8.22 e_lumo_ha=0.0355
C -2.32140 -1.10373 -0.50958
C -2.38377 -0.07503 0.36298
N -2.33154 1.27265 0.05049
H -2.51301 -0.87672 -1.55312
H -2.04317 -2.06531 -0.10466
H -2.51742 -0.26938 1.42739
H -2.56984 1.53058 -0.90162
H -2.92662 1.87854 0.60437
C 1.07728 0.59885 -1.16222
S 2.33007 -0.23216 -0.05825
C 1.13508 -0.42758 1.42169
H 0.68344 1.54626 -0.79413
H 0.34455 -0.19088 -1.30265
H 1.60304 0.82195 -2.09111
H 1.75828 -0.18776 2.28252
H 0.23563 0.16376 1.30709
H 0.94258 -1.50175 1.51237


#iv
17
Properties=species:S:1:pos:R:3 method="wB97M-V/def2-TZVPD" homo_lumo_gap_ev=8.81 spin_multiplicity=1 smiles=CCCSCN e_homo_ev=-8.38 e_lumo_ha=0.0158
C -1.47402 -0.12812 -0.29739
C -0.46428 0.94208 -0.73812
C 0.12767 1.69815 0.45062
S 0.29303 0.68836 1.86926
C 1.25252 -0.98299 0.68942
N 0.93884 -2.03542 -0.33461
H -0.92111 -0.63488 0.52298
H -1.73232 -0.85494 -1.09562
H -2.39353 0.30718 0.08386
H 0.35898 0.44932 -1.31126
H -0.91551 1.63764 -1.48573
H -0.55990 2.54759 0.69015
H 1.10871 2.13993 0.15796
H 1.53436 -1.47675 1.62239
H 2.02845 -0.30977 0.37346
H 0.73050 -1.53859 -1.22139
H 0.08760 -2.44880 0.02400


Least stable = #iv


#i
17
Properties=species:S:1:pos:R:3 method="wB97M-V/def2-TZVPD" homo_lumo_gap_ev=9.27 spin_multiplicity=1 smiles="C=NC.CSC" e_homo_ev=-8.33 e_lumo_ha=0.0347
C 1.58670 -1.19171 -0.79363
N 0.38511 -1.56297 -0.73515
C -0.38451 -1.46286 -1.97680
H 2.12553 -1.20770 0.14877
H 2.03491 -0.91704 -1.75117
H -0.33202 -0.48354 -2.45462
H -1.43221 -1.64359 -1.79189
H 0.02337 -2.15957 -2.71702
C -1.46368 0.81225 0.46618
S -1.12462 2.00184 1.79762
C 0.56825 1.54777 2.20824
H -2.52875 0.94184 0.28495
H -1.24688 -0.23042 0.66882
H -0.90736 1.15138 -0.39648
H 0.51560 0.60939 2.75159
H 1.27029 1.48919 1.38423
H 0.91026 2.30573 2.90637


#ii
17
Properties=species:S:1:pos:R:3 method="wB97M-V/def2-TZVPD" homo_lumo_gap_ev=9.79 spin_multiplicity=1 smiles="C/C=C/C.NS" e_homo_ev=-9.08 e_lumo_ha=0.0259
C -0.68514 -0.57164 -1.64320
C -0.63751 0.85859 -1.21796
C 0.18486 1.35147 -0.30872
C 0.23531 2.79356 0.07908
H -0.00801 -1.17821 -1.04353
H -0.39645 -0.66843 -2.69097
H -1.69906 -0.96215 -1.54290
H -1.34335 1.51094 -1.71529
H 0.89613 0.70478 0.19001
H 1.08176 3.28026 -0.40819
H 0.36961 2.89864 1.15532
H -0.67490 3.30937 -0.21977
N 1.07101 -3.08901 1.64040
S 0.73094 -1.64360 2.47204
H 0.74269 -3.90936 2.13345
H 0.75344 -3.07963 0.67974
H -0.62135 -1.60557 2.44047


Least stable = #i